# 1
{"formula": "C49H41N10O2SSbW", "method": "the ωB97M-V functional and the def2-TZVPD basis", "homo_energy_ev": [-12.863, -13.292], "charge": 2, "spin_multiplicity": 3, "s2": 2.0278, "gap_ev": [7.05, 6.81], "species": ["W", "N", "N", "C", "O", "O", "H", "H", "H", "N", "C", "C", "C", "C", "C", "C", "C", "C", "C", "H", "H", "H", "H", "C", "C", "C", "C", "C", "C", "Sb", "C", "C", "C", "C", "C", "C", "C", "C", "C", "C", "C", "C", "H", "H", "H", "H", "H", "H", "H", "H", "H", "H", "H", "H", "H", "H", "H", "C", "C", "N", "C", "C", "N", "C", "N", "N", "N", "C", "C", "C", "C", "C", "C", "H", "H", "H", "H", "H", "H", "H", "H", "H", "H", "H", "S", "C", "C", "C", "N", "C", "C", "C", "C", "C", "N", "C", "C", "H", "H", "H", "H", "H", "H", "H", "H"], "coordinates": [[0.2071, -0.8059, 0.0848], [0.5806, -1.0353, 2.3540], [1.9431, -0.7194, 2.5932], [2.7933, -1.0949, 1.5449], [3.9840, -1.0097, 1.6104], [2.0950, -1.5309, 0.5025], [0.0151, -0.4265, 2.9376], [0.3867, -2.0113, 2.5908], [2.2919, -0.8768, 3.5299], [-7.9420, -2.6068, -5.3654], [-6.9773, -2.3341, -4.8063], [-5.7634, -1.9917, -4.1007], [-4.7232, -2.9135, -4.0361], [-3.5622, -2.5890, -3.3590], [-3.4409, -1.3424, -2.7422], [-4.4911, -0.4233, -2.8102], [-5.6498, -0.7447, -3.4906], [-2.2435, -1.0271, -2.0185], [-1.2140, -0.7511, -1.4230], [-4.8310, -3.8754, -4.5181], [-2.7479, -3.2981, -3.3014], [-4.3912, 0.5445, -2.3375], [-6.4674, -0.0404, -3.5550], [-1.1610, -4.1425, -5.8431], [-0.7867, -2.8062, -5.7840], [-0.1359, -2.3171, -4.6606], [0.1455, -3.1705, -3.5949], [-0.2389, -4.5089, -3.6499], [-0.8933, -4.9911, -4.7780], [1.2206, -2.4643, -1.9447], [0.5863, -3.7731, -0.3812], [-0.4695, -3.3027, 0.4033], [-0.8835, -3.9692, 1.5575], [-0.1966, -5.1043, 1.9548], [0.8830, -5.5591, 1.1991], [1.2839, -4.8968, 0.0460], [3.1883, -3.0520, -2.2495], [3.4148, -4.1413, -3.0889], [4.7154, -4.5891, -3.2815], [5.7709, -3.9444, -2.6525], [5.5386, -2.8522, -1.8272], [4.2444, -2.3968, -1.6197], [-1.6642, -4.5233, -6.7221], [-1.0001, -2.1458, -6.6139], [0.1523, -1.2725, -4.6324], [-0.0379, -5.1852, -2.8269], [-1.1856, -6.0318, -4.8262], [-1.1533, -2.5345, -0.0081], [-1.7471, -3.6278, 2.1166], [-0.5040, -5.6479, 2.8380], [1.4159, -6.4467, 1.5153], [2.1431, -5.2545, -0.5090], [2.5997, -4.6333, -3.6057], [4.9028, -5.4358, -3.9282], [6.7827, -4.2942, -2.8091], [6.3659, -2.3572, -1.3363], [4.0723, -1.5695, -0.9456], [-1.3916, 2.4712, -0.4946], [-1.8155, 1.6174, 0.6473], [-1.3646, 0.4074, 0.9844], [-2.1547, -0.0344, 2.0393], [-3.0420, 0.9284, 2.3651], [-2.8106, 1.9605, 1.4831], [-3.5645, 3.2377, 1.4991], [-3.8148, 3.6237, 2.8385], [-5.0764, 3.4852, 3.3589], [-5.0745, 3.8849, 4.5636], [-3.7924, 4.3134, 4.8873], [-3.2949, 4.8347, 6.0848], [-1.9616, 5.1703, 6.1120], [-1.1366, 4.9948, 4.9777], [-1.6178, 4.4812, 3.7930], [-2.9776, 4.1506, 3.7810], [-0.8709, 1.8722, -1.2347], [-0.7371, 3.2814, -0.1651], [-2.2627, 2.9102, -0.9795], [-2.0530, -1.0189, 2.4636], [-3.8143, 0.9763, 3.1139], [-4.5229, 3.0977, 1.0034], [-2.9779, 3.9875, 0.9726], [-3.9380, 4.9692, 6.9433], [-1.5321, 5.5825, 7.0142], [-0.0946, 5.2807, 5.0442], [-0.9810, 4.3684, 2.9239], [4.7284, 4.0234, 0.0125], [3.3754, 2.9407, 0.0366], [2.4806, 2.7831, 1.0981], [1.4962, 1.8302, 1.0162], [1.3218, 1.0295, -0.0528], [2.1551, 1.2200, -1.1033], [3.1661, 2.1403, -1.0985], [4.4985, 4.9469, 1.5071], [3.6150, 6.0175, 1.5489], [3.5012, 6.7230, 2.7357], [4.2046, 6.4403, 3.8332], [5.0659, 5.4295, 3.7643], [5.2530, 4.6473, 2.6287], [2.5625, 3.3763, 1.9967], [0.8025, 1.6971, 1.8348], [1.9729, 0.6051, -1.9734], [3.7923, 2.2346, -1.9755], [3.0416, 6.3070, 0.6777], [2.8212, 7.5643, 2.8055], [5.6400, 5.2266, 4.6607], [5.9591, 3.8284, 2.6314]]}

# 2
{"formula": "C49H42F6MoN4O4P2S2Se", "method": "the ωB97M-V functional and the def2-TZVPD basis", "homo_energy_ev": [-7.430, -6.831], "spin_multiplicity": 3, "s2": 2.0197, "gap_ev": [7.53, 6.82], "species": ["Mo", "C", "N", "C", "P", "C", "C", "C", "C", "C", "C", "C", "C", "C", "C", "C", "C", "C", "C", "C", "C", "C", "C", "P", "C", "C", "C", "C", "C", "C", "C", "C", "C", "C", "C", "C", "H", "H", "H", "H", "H", "H", "H", "H", "H", "H", "H", "H", "H", "H", "H", "H", "H", "H", "H", "H", "H", "H", "H", "H", "H", "H", "H", "H", "H", "F", "C", "F", "F", "S", "O", "O", "N", "S", "O", "O", "C", "F", "F", "F", "C", "N", "C", "Se", "N", "C", "C", "C", "C", "C", "C", "H", "H", "H", "H", "H", "H", "H", "H", "C", "C", "C", "C", "C", "C", "C", "H", "H", "H", "H", "H"], "coordinates": [[0.0662, 0.8634, 0.0426], [1.7892, -2.1439, -1.1702], [2.8842, -1.6193, -0.3807], [3.4838, -0.4434, -0.9114], [2.4688, 1.1375, -0.6292], [3.2372, 1.9322, 0.7927], [2.4542, 1.8992, 1.9392], [3.1284, 2.3233, 3.1505], [4.3899, 2.8517, 3.1152], [5.1537, 2.9541, 1.9099], [4.5609, 2.3890, 0.7843], [2.9395, 1.9690, -2.1631], [2.8996, 1.2812, -3.3510], [3.0795, 1.9664, -4.5718], [3.3664, 3.3157, -4.5615], [3.4074, 4.0230, -3.3602], [3.1691, 3.3474, -2.1959], [3.2327, -2.1488, 0.8615], [2.5928, -3.2904, 1.3873], [2.9082, -3.8179, 2.6244], [3.9168, -3.2256, 3.3623], [4.5381, -2.0638, 2.9128], [4.1422, -1.5051, 1.7022], [0.1886, -1.3940, -0.5679], [-0.8592, -1.2033, -2.1297], [-1.6774, -0.0729, -2.3381], [-2.2625, 0.1533, -3.5896], [-2.1469, -0.8023, -4.5754], [-1.4301, -1.9494, -4.3864], [-0.7717, -2.1407, -3.1586], [-0.4039, -2.6841, 0.4925], [-0.5711, -3.9863, 0.0534], [-0.9151, -4.9706, 0.9556], [-1.0258, -4.6193, 2.3138], [-0.9409, -3.2899, 2.7376], [-0.6061, -2.2898, 1.8339], [1.8248, -3.2365, -1.1795], [1.9308, -1.8064, -2.1596], [3.5443, -0.5767, -1.9738], [4.5236, -0.2715, -0.5980], [0.4707, 2.4682, 1.9101], [2.6565, 2.2067, 4.1045], [4.8313, 3.2562, 4.0176], [6.1306, 3.4114, 1.8524], [5.1176, 2.3195, -0.1527], [2.6992, 0.2118, -3.4246], [3.0098, 1.4240, -5.4820], [3.5662, 3.8026, -5.5259], [3.6056, 5.1157, -3.3005], [3.2404, 3.8276, -1.2311], [1.8174, -3.7831, 0.8377], [2.3325, -4.6714, 3.0112], [4.1441, -3.6291, 4.3073], [5.2082, -1.5462, 3.5650], [4.6453, -0.5312, 1.4746], [-1.6866, 0.7262, -1.5568], [-2.7101, 1.0998, -3.8109], [-2.5812, -0.5285, -5.5267], [-1.2829, -2.6614, -5.1891], [-0.1163, -2.9810, -3.0771], [-0.3759, -4.2375, -0.9576], [-1.0297, -6.0390, 0.6666], [-1.2167, -5.3621, 3.0761], [-1.0439, -3.0624, 3.7755], [-0.5023, -1.2809, 2.1289], [1.2679, 6.0355, -0.9086], [0.5343, 5.1887, -0.1953], [-0.2231, 5.8656, 0.6781], [1.3860, 4.4913, 0.5305], [-0.4976, 4.0246, -1.2162], [-0.8444, 2.9907, -0.2211], [0.3479, 3.6426, -2.3060], [-1.6786, 5.0220, -1.5914], [-2.9637, 4.5040, -2.3118], [-3.4386, 5.4036, -3.3183], [-2.8401, 3.0961, -2.6426], [-4.2018, 4.6235, -0.9125], [-5.3453, 4.0750, -1.3064], [-3.7129, 3.9597, 0.1061], [-4.4513, 5.9054, -0.6182], [-4.7017, 0.5675, -1.3772], [-4.2148, -0.6698, -0.7421], [-3.3947, -0.7396, 0.3076], [-2.5888, 0.7008, 1.0889], [-3.3711, -2.0339, 0.7703], [-4.1379, -2.8498, -0.0421], [-4.4285, -4.2047, -0.0855], [-5.2881, -4.7022, -1.0556], [-5.9148, -3.7689, -1.9553], [-5.6108, -2.3949, -1.9172], [-4.6776, -1.9759, -0.9764], [-3.9695, 1.3524, -1.2314], [-5.6412, 0.9107, -0.9234], [-4.7909, 0.4192, -2.4866], [-2.6524, -2.2456, 1.4144], [-3.9424, -4.8776, 0.6417], [-5.4636, -5.8011, -1.1231], [-6.6762, -4.1622, -2.6224], [-6.1076, -1.7593, -2.6099], [0.9958, 1.5034, 1.9579], [0.5118, 0.8304, 3.1984], [1.1820, -0.2443, 3.7366], [0.7061, -0.8757, 4.8765], [-0.4293, -0.4099, 5.5302], [-1.0526, 0.6961, 5.0825], [-0.6356, 1.3340, 3.8759], [2.1417, -0.6296, 3.4384], [1.3336, -1.6501, 5.3338], [-0.7225, -0.8891, 6.4543], [-1.8492, 1.0994, 5.6638], [-1.0878, 2.2310, 3.4983]]}

# 3
{"formula": "C49H42FeN6OP3Se2", "method": "the ωB97M-V functional and the def2-TZVPD basis", "homo_energy_ev": [-12.656, -12.956], "charge": 2, "spin_multiplicity": 6, "s2": 8.7655, "gap_ev": [8.01, 6.06], "species": ["Fe", "Se", "P", "C", "C", "C", "C", "C", "C", "C", "C", "C", "C", "C", "C", "C", "C", "N", "N", "N", "P", "Se", "C", "C", "C", "C", "C", "C", "C", "C", "C", "C", "C", "C", "H", "H", "H", "H", "H", "H", "H", "H", "H", "H", "H", "H", "H", "H", "H", "H", "H", "H", "H", "H", "O", "N", "C", "C", "C", "C", "C", "C", "C", "P", "C", "C", "C", "C", "C", "C", "C", "C", "C", "C", "C", "C", "H", "H", "H", "H", "H", "H", "H", "H", "H", "H", "H", "H", "H", "H", "H", "H", "C", "N", "C", "C", "N", "C", "H", "H", "H", "H", "H", "H"], "coordinates": [[-0.1809, -0.0476, 0.2226], [-4.5221, 5.4427, 0.3567], [-5.3350, 3.4111, 0.4182], [-6.4783, 3.0801, -0.9091], [-7.7139, 3.7337, -0.9374], [-8.6062, 3.4585, -1.9593], [-8.2664, 2.5465, -2.9537], [-7.0235, 1.9292, -2.9466], [-6.1211, 2.1991, -1.9270], [-6.0642, 3.0816, 2.0214], [-7.3996, 2.7315, 2.2008], [-7.8922, 2.5637, 3.4882], [-7.0587, 2.7354, 4.5825], [-5.7200, 3.0702, 4.4019], [-5.2227, 3.2526, 3.1256], [-3.8185, 2.5007, 0.2198], [-3.3291, 1.2121, 0.1936], [-1.9889, 1.3202, 0.0889], [-1.6646, 2.6183, 0.0652], [-2.7488, 3.3347, 0.1446], [-3.9468, -0.4732, 0.1537], [-2.3018, -1.6547, 0.8259], [-5.4063, -0.6375, 1.1837], [-5.2784, -1.1900, 2.4572], [-6.4094, -1.3886, 3.2353], [-7.6631, -1.0581, 2.7376], [-7.7914, -0.5010, 1.4711], [-6.6662, -0.2785, 0.6940], [-4.3852, -0.8319, -1.5633], [-3.5812, -0.3001, -2.5740], [-3.8387, -0.6113, -3.8992], [-4.8874, -1.4658, -4.2210], [-5.6708, -2.0157, -3.2176], [-5.4224, -1.7039, -1.8868], [-7.9704, 4.4642, -0.1790], [-9.5648, 3.9599, -1.9862], [-8.9714, 2.3297, -3.7466], [-6.7463, 1.2417, -3.7362], [-5.1436, 1.7320, -1.9337], [-8.0535, 2.5794, 1.3538], [-8.9310, 2.2964, 3.6324], [-7.4530, 2.6133, 5.5836], [-5.0715, 3.2007, 5.2580], [-4.1869, 3.5394, 2.9805], [-4.3017, -1.4802, 2.8223], [-6.3132, -1.8203, 4.2230], [-8.5464, -1.2416, 3.3376], [-8.7714, -0.2481, 1.0851], [-6.7698, 0.1584, -0.2926], [-2.7532, 0.3529, -2.3239], [-3.2206, -0.1901, -4.6822], [-5.0858, -1.7111, -5.2569], [-6.4771, -2.6936, -3.4676], [-6.0240, -2.1538, -1.1090], [2.5177, 0.6344, 2.1483], [2.4280, -0.3837, 1.1928], [3.4684, -1.1109, 1.2001], [3.6304, -2.2718, 0.3143], [4.9111, -2.8058, 0.2387], [5.1945, -3.8842, -0.5866], [4.1766, -4.4418, -1.3370], [2.8870, -3.9218, -1.2640], [2.5935, -2.8409, -0.4403], [0.8611, -2.2589, -0.2045], [0.6301, -2.9931, 1.4638], [0.3393, -2.2002, 2.5692], [0.2347, -2.7446, 3.8380], [0.4236, -4.1081, 4.0170], [0.7270, -4.9139, 2.9281], [0.8434, -4.3572, 1.6634], [-0.0963, -3.2081, -1.4282], [-0.8955, -4.3109, -1.1544], [-1.5134, -4.9939, -2.1936], [-1.3405, -4.5801, -3.5067], [-0.5646, -3.4622, -3.7853], [0.0493, -2.7773, -2.7487], [1.9809, 1.3342, 1.7611], [4.2889, -0.8617, 1.8722], [5.6973, -2.3590, 0.8354], [6.1985, -4.2846, -0.6373], [4.3724, -5.2915, -1.9780], [2.1131, -4.3949, -1.8474], [0.2341, -1.1222, 2.4923], [0.0198, -2.1070, 4.6857], [0.3555, -4.5368, 5.0084], [0.8851, -5.9767, 3.0637], [1.1134, -4.9885, 0.8246], [-1.0402, -4.6448, -0.1357], [-2.1287, -5.8577, -1.9743], [-1.8075, -5.1289, -4.3146], [-0.4321, -3.1296, -4.8069], [0.6662, -1.9114, -2.9701], [1.3499, 5.2390, 0.1159], [1.3115, 3.8026, -0.1534], [1.3907, 3.2097, -1.3876], [1.2641, 1.8765, -1.1722], [1.0985, 1.6486, 0.1873], [1.1182, 2.8412, 0.7541], [1.9471, 5.7307, -0.6458], [1.8032, 5.4169, 1.0871], [0.3411, 5.6456, 0.1059], [1.5481, 3.7740, -2.2915], [1.3176, 1.0695, -1.8857], [1.0341, 3.0348, 1.8122]]}

How do the records compare in ΔE to the lowest compared entry with this formula, charge and spin? In the order shown, they have 21.6 0.0 150.9 kJ/mol.